Formula: C45H58N5PtS2
Source: OMol25
Level of theory: ωB97M-V/def2-TZVPD

CARTESIAN COORDINATES (ANGSTROEM)
Pt -0.16604 -1.14278 -0.14721
C 2.41614 3.22623 2.26359
C 2.33360 2.77126 3.72212
C 1.33592 3.68178 4.45758
C 3.72346 2.92024 4.35560
C 1.84641 1.32492 3.83998
C 1.89490 0.66276 5.08250
C 1.36783 -0.60083 5.25241
C 0.79408 -1.23145 4.15137
S -0.04097 -2.74726 4.05974
C -0.35625 -2.45933 2.38387
N 0.15583 -1.36873 1.90796
C 0.77650 -0.61660 2.90597
C 1.28637 0.66906 2.75617
C -1.17947 -3.26731 1.51187
C -1.92150 -4.37288 1.92741
C -2.77445 -4.98322 1.03149
C -2.89279 -4.46259 -0.26405
C -2.15626 -3.36745 -0.67342
C -1.25720 -2.74903 0.20627
H 2.76888 4.25974 2.22898
H 1.44708 3.19240 1.76145
H 3.11089 2.61086 1.68425
H 1.63886 4.72908 4.36646
H 1.28224 3.43006 5.52039
H 0.33443 3.57495 4.03320
H 4.08648 3.94076 4.21113
H 4.43821 2.23528 3.89052
H 3.71415 2.72232 5.42949
H 2.32454 1.15901 5.94378
H 1.38143 -1.07906 6.22438
H 1.20705 1.12892 1.77933
H -1.84496 -4.73526 2.94910
H -3.36420 -5.83833 1.33555
H -3.58170 -4.92665 -0.96132
H -2.27553 -2.96880 -1.67319
C -0.59033 1.25576 -5.38865
C 0.32203 0.85931 -4.22474
C 1.59537 1.71500 -4.27047
C 0.64755 -0.63429 -4.22163
C 1.44058 -1.09494 -5.27080
C 2.00974 -2.35814 -5.27131
C 1.75692 -3.17532 -4.17719
C 0.91532 -2.80370 -3.13725
C 0.63578 -3.83331 -2.05505
C 1.86732 -4.18791 -1.21969
C -0.00693 -5.09742 -2.63791
C 0.28559 -1.52231 -3.14320
N -0.57270 -1.14467 -2.13989
C -1.77221 -0.43402 -2.46867
C -2.34273 0.43691 -1.61717
N -1.85602 0.70121 -0.36400
C -2.37058 1.70649 0.41726
C -2.91566 1.40689 1.69608
C -3.40895 2.42751 2.49854
C -3.37108 3.75745 2.08883
C -2.80360 4.06491 0.86061
C -2.28832 3.07308 0.02940
C -1.58415 3.45522 -1.26046
C -0.42271 4.42287 -1.01012
C -2.55215 4.03555 -2.29480
C -2.98812 -0.04358 2.12421
C -2.75748 -0.25766 3.62053
C -4.30291 -0.68521 1.67446
H -0.83719 2.32073 -5.33368
H -1.52432 0.69261 -5.36762
H -0.10349 1.07422 -6.35368
H -0.19541 1.09255 -3.30142
H 2.19008 1.51074 -5.16703
H 2.22298 1.54111 -3.39412
H 1.32983 2.77770 -4.27709
H 1.67197 -0.41384 -6.08607
H 2.63464 -2.69453 -6.09045
H 2.20037 -4.16744 -4.15100
H -0.07236 -3.38985 -1.36983
H 2.72640 -4.44919 -1.84662
H 1.65472 -5.03916 -0.56402
H 2.13851 -3.34381 -0.57629
H 0.70081 -5.66499 -3.25070
H -0.86371 -4.84051 -3.26544
H -0.36062 -5.75157 -1.83406
H -2.21564 -0.61029 -3.44055
H -3.26078 0.92311 -1.96098
H -3.83935 2.18554 3.46652
H -3.76647 4.54145 2.72488
H -2.74531 5.10577 0.55014
H -1.16336 2.54029 -1.67295
H -0.77663 5.38206 -0.61737
H 0.12153 4.61843 -1.93978
H 0.28339 4.00124 -0.28874
H -2.98999 4.97363 -1.93539
H -3.36743 3.33844 -2.49713
H -2.03664 4.24236 -3.23893
H -2.19721 -0.54974 1.57730
H -3.57205 0.15255 4.22577
H -1.82365 0.21302 3.94923
H -2.69714 -1.32951 3.84069
H -5.15156 -0.24413 2.21126
H -4.29429 -1.76573 1.86280
H -4.45193 -0.52893 0.60370
C 4.60898 -1.45374 0.54996
N 3.48352 -0.54939 0.45011
C 2.82762 -0.24675 -0.67783
N 3.28027 -0.79035 -1.81372
S 1.48490 0.80607 -0.66557
H 4.81081 -1.63697 1.60229
H 5.50536 -1.03588 0.08755
H 4.39420 -2.41971 0.08898
H 3.10979 -0.12656 1.28422
H 3.85556 -1.61675 -1.78238
H 2.64680 -0.74203 -2.60659

Values from the calculation:
energy above the lowest of the compared OMol25 structures with the same formula, charge and spin	0.00	kJ/mol
electronic energy	-2939.13274	Ha
net charge	-1